(1)
Density functional theory data (wB97M-V/def2-TZVPD) for a 2-piece molecular cluster, C4H8NO overall at a distorted geometry.

```
14
Properties=species:S:1:pos:R:3:forces:R:3:nbo_charge:R:1
C -0.87281 -0.02796 -0.05346 -1.67 -0.20 0.58 0.346
C -0.52297 -0.90196 -1.09439 -1.02 -3.26 -3.30 -0.315
C -1.99036 0.35029 0.77998 1.27 1.23 2.57 -0.692
C 2.66247 0.08881 -0.34717 -0.09 -0.07 2.40 0.451
N 0.11884 0.33011 -0.70118 2.48 2.50 0.00 -0.418
O 2.88363 -0.27737 0.84474 0.23 0.44 -0.04 -0.502
H 0.15379 -1.77626 -1.05954 -0.97 0.07 0.50 0.185
H -1.27403 -0.93639 -1.97359 1.67 0.22 0.95 0.193
H -1.70527 1.34374 1.31182 -0.76 -1.90 -0.36 0.247
H -2.20964 -0.53725 1.42336 0.10 1.04 0.01 0.268
H -2.88396 0.53938 0.22490 -0.41 0.00 -0.81 0.278
H 2.65924 -0.54937 -1.16689 -0.25 -1.84 -0.90 0.216
H 2.63610 1.08951 -0.53062 -0.13 2.84 -0.68 0.192
H 3.03266 0.49188 1.48444 -0.44 -1.09 -0.92 0.552
```
Positions in Å, forces in eV/Å.

Output
Multiplicity: 1
E, Eh: -286.7859
Gap between HOMO and LUMO, eV: 7.451
Charge: +1


(2)
Density functional theory data (wB97M-V/def2-TZVPD) for a 2-piece molecular cluster, C4H8NO overall at a distorted geometry.

```
14
Properties=species:S:1:pos:R:3:forces:R:3:nbo_charge:R:1
C 3.63683 -0.02975 0.00961 0.77 -0.90 2.19 0.300
C -2.28799 1.06829 -0.25042 0.29 0.31 -2.85 -0.209
C -0.77303 1.11463 -0.35369 0.17 0.68 -0.70 0.282
C -1.17568 -1.25748 0.35488 -0.92 -3.50 2.35 -0.457
N -1.28238 0.02227 -0.04994 -0.69 3.55 -0.43 -0.176
O 2.47063 -0.24314 -0.16233 -0.82 0.48 -1.36 -0.559
H 3.94642 -0.24335 1.07660 0.67 0.50 -0.85 0.118
H 4.42970 0.25980 -0.72506 -0.82 -0.01 0.05 0.144
H -2.78525 1.53275 0.53463 -0.32 0.42 1.96 0.225
H -2.97480 1.04924 -1.14593 1.34 -0.36 0.63 0.235
H 0.22892 1.57945 -0.57559 -1.19 -0.64 0.40 0.297
H -0.98535 -1.86113 -0.48095 -0.05 -1.07 -1.46 0.266
H -0.27134 -1.40604 0.94742 -0.33 0.13 0.50 0.274
H -2.17666 -1.58552 0.82076 1.89 0.40 -0.42 0.261
```
Positions in Å, forces in eV/Å.

Output
Multiplicity: 1
E, Eh: -286.8050
Gap between HOMO and LUMO, eV: 8.659
Charge: +1


(3)
Density functional theory data (wB97M-V/def2-TZVPD) for an isolated ion of composition C4H8NO and charge +1 at a distorted geometry.

```
14
Properties=species:S:1:pos:R:3:forces:R:3:nbo_charge:R:1
C 0.70919 -0.11544 0.54346 0.51 2.35 -1.25 0.137
C 1.33692 0.45050 1.57582 -1.02 -1.56 0.63 -0.401
C 0.41207 -1.43164 0.01439 -2.81 2.91 3.13 -0.401
C -1.33930 -0.04274 -0.49335 2.98 -2.19 -0.79 0.351
N -0.13558 0.81503 -0.42830 -0.20 1.32 2.88 -0.604
O -1.76876 -0.24582 -1.74214 0.32 1.43 -0.77 -0.622
H 1.24784 1.48273 1.89201 0.14 -0.01 -0.36 0.242
H 1.70114 -0.26569 2.34341 0.13 0.66 -0.70 0.259
H 0.67639 -1.69809 -0.92894 0.65 -0.73 -2.67 0.222
H 0.48672 -2.11806 0.82874 -0.24 -1.06 -0.05 0.244
H -2.02665 0.12384 0.29870 -0.66 -0.23 0.54 0.222
H -0.24692 1.83173 -0.14756 -0.14 -1.28 0.22 0.444
H 0.18818 0.91608 -1.34486 1.54 -0.32 -1.80 0.411
H -1.24124 0.29758 -2.41140 -1.20 -1.30 0.99 0.495
```
Positions in Å, forces in eV/Å.

Output
Multiplicity: 1
E, Eh: -286.7844
Gap between HOMO and LUMO (spin up / spin down), eV: 8.489 / 8.490
Charge: +1


(4)
Density functional theory data (wB97M-V/def2-TZVPD) for an isolated ion of composition C4H8NO and charge +1 at a distorted geometry.

```
14
Properties=species:S:1:pos:R:3:forces:R:3:nbo_charge:R:1
C -2.60525 -0.20413 -1.18849 4.21 0.63 4.41 -0.312
C -1.23673 -0.12751 -1.13046 -1.35 0.07 -3.03 -0.083
N -0.44798 -0.03470 0.08293 -2.29 0.52 -0.05 -0.527
C 0.81942 0.27610 0.20907 0.90 -1.59 3.72 0.725
C 1.63613 0.01595 1.50546 0.11 0.62 -0.01 -0.712
O 1.60957 0.52418 -0.75419 0.48 0.67 -2.20 -0.579
H -3.24604 -0.14629 -0.31788 0.15 0.04 0.31 0.205
H -3.08937 -0.48489 -2.01271 -1.48 -0.56 -3.56 0.224
H -0.73762 -0.12836 -2.18172 -0.21 -0.14 2.48 0.255
H -1.13449 -0.15636 0.90522 2.29 0.24 -1.12 0.467
H 1.15657 0.01397 2.50316 -0.03 -0.23 -0.89 0.274
H 2.20605 -0.89349 1.28702 -0.72 -0.54 0.26 0.272
H 2.51619 0.68849 1.56677 -0.87 0.44 -0.06 0.251
H 2.55354 0.65704 -0.47419 -1.20 -0.16 -0.25 0.541
```
Positions in Å, forces in eV/Å.

Output
Multiplicity: 1
E, Eh: -286.9018
Gap between HOMO and LUMO, eV: 9.833
Charge: +1


(5)
Density functional theory data (wB97M-V/def2-TZVPD) for C4H8NO as an isolated structure at a distorted geometry.

```
14
Properties=species:S:1:pos:R:3:forces:R:3:nbo_charge:R:1
C -1.26405 -0.18055 -0.25890 3.07 2.08 2.07 0.640
C -2.36112 0.74917 0.13489 0.95 1.73 -3.60 -0.179
C 1.16433 -1.42118 -0.05041 1.23 -4.01 -2.56 -0.480
C 1.19732 0.91885 -0.01850 0.79 -0.15 -2.34 -0.464
N 0.53274 -0.30117 0.33695 -5.06 2.45 -0.54 -0.160
O -2.37936 -0.68174 -0.06853 -0.85 -2.58 -0.26 -0.314
H -2.56562 1.11225 1.07958 0.00 0.15 2.12 0.234
H -2.78207 1.38671 -0.68843 0.19 -1.10 0.73 0.234
H 1.96084 -1.54577 0.66520 0.85 0.08 0.30 0.286
H 1.56785 -1.42644 -1.10710 -0.08 0.22 1.13 0.219
H 0.60004 -2.35849 0.05895 -0.20 0.48 0.19 0.250
H 0.52841 1.75272 -0.07695 -0.38 0.35 -0.33 0.247
H 2.02985 0.89140 -0.81782 -1.91 -0.28 0.48 0.227
H 1.77086 1.10424 0.81109 1.40 0.57 2.60 0.259
```
Positions in Å, forces in eV/Å.

Output
Multiplicity: 1
E, Eh: -286.7172
Gap between HOMO and LUMO (spin up / spin down), eV: 8.529 / 8.528
Charge: +1


(6)
Density functional theory data (wB97M-V/def2-TZVPD) for an isolated ion of composition C4H8NO and charge +1 at a distorted geometry.

```
14
Properties=species:S:1:pos:R:3:forces:R:3:nbo_charge:R:1
C 1.46735 0.66913 -0.01728 -0.57 0.87 -0.20 0.172
C -0.21879 -0.85048 0.15051 -0.17 0.51 0.02 0.339
C 0.53375 -0.03378 1.04200 -0.33 -0.41 0.76 -0.582
C -1.47803 -0.42373 -0.43362 -0.34 0.00 -0.36 -0.206
N 2.37883 0.00864 -0.50699 0.80 -1.28 -0.15 -0.539
O -1.84488 0.85283 -0.04472 0.14 0.22 0.23 -0.698
H 1.15588 1.70015 -0.18297 0.19 0.10 -0.14 0.213
H 1.19207 -0.58896 1.70843 -0.03 0.01 -0.09 0.297
H -0.05574 0.73160 1.54319 0.01 -0.05 -0.08 0.290
H 0.18832 -1.79841 -0.17945 0.03 -0.11 -0.05 0.250
H -2.22200 -1.19784 -0.14711 0.22 -0.14 0.02 0.282
H -1.41771 -0.52578 -1.53755 0.14 -0.14 0.15 0.266
H 3.08210 0.40426 -1.11955 -0.18 0.54 -0.06 0.403
H -2.76114 1.05236 -0.27488 0.10 -0.10 -0.03 0.513
```
Positions in Å, forces in eV/Å.

Output
Multiplicity: 1
E, Eh: -286.8486
Gap between HOMO and LUMO, eV: 8.386
Charge: +1